# 1
A structure of composition C26H36N6NiO3Se at a distorted geometry. Source: the Open Molecules 2025 dataset; level of theory: wB97M-V/def2-TZVPD.

The multiplicity is 3. The calculation puts the energy above the lowest of the compared OMol25 structures with the same formula, charge and spin at 12.88 kcal per mole. The value obtained for the lowest unoccupied orbital energy (spin up / spin down) is -6.497 / -6.495 eV. Its net charge is +2. As for the HOMO energy (spin up / spin down): -13.1944 / -13.5077 eV. The calculation puts the electronic energy at -149004.08506 eV. The value obtained for the largest force on an atom is 1.612 eV/A.

```
73
Properties=species:S:1:pos:R:3:forces:R:3
Ni -0.07079 0.67173 -0.42543 0.38 -0.73 0.49
C -4.25668 -1.11376 -0.32224 0.04 0.18 0.21
C -2.91129 -0.79198 -0.91839 -0.59 -0.55 -0.29
O -2.04063 -0.19821 -0.28580 0.28 0.55 0.13
N -2.72396 -1.22815 -2.17575 0.03 -0.03 -0.14
C -1.61717 -0.75443 -2.98927 0.29 0.36 0.26
C -0.29363 -1.43834 -2.73104 -0.02 -0.26 -0.29
C 0.17339 -2.41922 -3.60025 0.01 0.02 0.13
C 1.41443 -2.99476 -3.38600 -0.04 0.18 0.13
C 2.15840 -2.56649 -2.29640 -0.11 0.04 0.03
C 1.63040 -1.58157 -1.48122 0.17 -0.10 -0.05
N 0.43156 -1.02947 -1.68474 -0.10 0.26 -0.04
H -4.35215 -0.63850 0.64954 0.06 0.01 0.03
H -4.39748 -2.18654 -0.20574 0.06 -0.12 -0.03
H -5.05335 -0.75069 -0.96793 -0.05 0.02 -0.06
H -3.49033 -1.66902 -2.65826 -0.08 -0.02 0.15
H -1.47127 0.30795 -2.75342 -0.15 -0.42 -0.28
H -1.88818 -0.86628 -4.03948 0.00 0.02 0.10
H -0.42590 -2.71875 -4.44480 -0.10 -0.01 -0.11
H 1.79776 -3.73823 -4.06648 0.04 -0.12 -0.04
H 3.13174 -2.97478 -2.07880 0.12 -0.04 -0.01
H 2.18771 -1.20796 -0.63069 -0.06 0.03 0.07
C -1.36889 1.30094 3.79910 0.03 0.07 0.12
O -1.66602 1.45510 2.43233 -0.22 0.16 -0.24
C -1.91593 2.80293 2.09906 -0.01 -0.05 -0.32
C -1.99189 2.89854 0.57901 -0.56 -0.07 0.69
O -0.72627 2.75166 -0.04397 0.12 -0.34 0.06
C 0.03142 3.94574 0.01297 0.29 0.37 0.01
H -2.12156 1.78962 4.42460 0.00 -0.03 0.05
H -0.38221 1.71140 4.03448 0.04 0.00 0.04
H -1.37212 0.23662 4.00508 0.03 -0.08 0.15
H -1.11777 3.44728 2.49655 -0.12 -0.02 -0.03
H -2.87146 3.13616 2.53058 0.11 0.02 -0.04
H -2.44598 3.85270 0.28047 0.10 -0.14 -0.01
H -2.60207 2.06740 0.22126 -0.04 0.16 0.01
H -0.53862 4.77419 -0.42188 0.02 -0.10 0.02
H 0.94283 3.80928 -0.56591 -0.01 -0.04 0.07
H 0.29739 4.20641 1.04085 0.03 -0.05 -0.08
C -0.75888 -3.38615 0.34467 -0.10 -0.06 -0.82
N -0.54986 -3.27318 1.79446 -0.42 -0.28 0.18
C 0.70454 -3.93771 2.19214 0.67 -0.47 0.24
C -0.66809 -1.83804 2.25909 0.06 0.95 0.21
C 0.58982 -1.00443 2.27341 0.37 0.02 0.11
C 1.45041 -1.17560 3.36516 -0.21 0.04 -0.04
C 2.49358 -0.30812 3.60186 0.10 -0.06 0.21
C 2.64441 0.79747 2.78557 -0.04 0.16 -0.16
C 1.79959 0.97201 1.69791 0.34 -0.25 0.45
C 0.79667 0.05525 1.38102 -0.78 0.38 -1.16
H -0.60976 -4.41209 0.01091 0.03 0.00 0.15
H -0.05377 -2.73242 -0.16235 -0.04 -0.04 0.16
H -1.77051 -3.07746 0.08851 0.03 0.05 0.13
H -1.31352 -3.77919 2.25420 0.16 0.09 -0.11
H 1.55419 -3.38843 1.79109 -0.14 0.02 -0.03
H 0.71295 -4.95868 1.81178 -0.12 0.08 -0.04
H 0.79349 -3.97594 3.27517 -0.11 0.10 -0.03
H -1.05121 -1.87784 3.28017 -0.05 -0.20 -0.06
H -1.39817 -1.32174 1.63344 -0.08 -0.30 -0.01
H 1.26537 -1.97150 4.07300 0.01 -0.07 0.14
H 3.14271 -0.45838 4.45080 0.05 -0.01 0.07
H 3.40261 1.53232 3.00626 0.14 0.10 0.05
H 1.92304 1.87411 1.11348 0.02 0.03 -0.13
Se -0.68000 2.91236 -3.99874 0.25 -0.18 0.29
N 0.94320 3.43876 -4.30802 0.95 0.60 -0.55
C 1.76870 2.91669 -3.41110 -1.09 -0.27 0.10
C 3.16066 3.09208 -3.29497 0.59 -0.16 0.38
C 3.78317 2.45113 -2.25308 0.10 0.55 -0.82
C 3.05398 1.64994 -1.35248 -0.71 -0.28 0.22
N 1.75294 1.46093 -1.42678 0.35 -0.03 0.65
C 1.11916 2.07321 -2.44108 -0.71 0.58 -1.33
N -0.19192 1.93450 -2.61141 0.24 -0.28 0.62
H 3.69008 3.70505 -4.00618 0.13 0.10 -0.03
H 4.84664 2.56049 -2.10787 0.07 -0.04 0.01
H 3.57034 1.15205 -0.54205 -0.01 0.00 0.12
```
Positions in Å, forces in eV/Å.

Want to see where the charge sits? The Löwdin charges in e are: number 1, Ni, carries 0.67; number 2, C, carries 0.03; number 3, C, carries -0.50; number 4, O, carries -0.01; number 5, N, carries 0.10; number 6, C, carries -0.11; number 7, C, carries -0.23; number 8, C, carries 0.01; number 9, C, carries -0.02; number 10, C, carries -0.02; number 11, C, carries -0.14; number 12, N, carries 0.04; number 13, H, carries 0.10; number 14, H, carries 0.09; number 15, H, carries 0.10; number 16, H, carries 0.16; number 17, H, carries 0.07; number 18, H, carries 0.14; number 19, H, carries 0.12; number 20, H, carries 0.12; number 21, H, carries 0.12; number 22, H, carries 0.11; number 23, C, carries -0.08; number 24, O, carries -0.20; number 25, C, carries -0.18; number 26, C, carries -0.16; number 27, O, carries -0.27; number 28, C, carries -0.06; number 29, H, carries 0.10; number 30, H, carries 0.10; number 31, H, carries 0.07; number 32, H, carries 0.13; number 33, H, carries 0.14; number 34, H, carries 0.14; number 35, H, carries 0.12; number 36, H, carries 0.11; number 37, H, carries 0.08; number 38, H, carries 0.10; number 39, C, carries 0.01; number 40, N, carries -0.16; number 41, C, carries 0.01; number 42, C, carries -0.08; number 43, C, carries -0.27; number 44, C, carries -0.07; number 45, C, carries -0.07; number 46, C, carries -0.07; number 47, C, carries -0.14; number 48, C, carries -0.11; number 49, H, carries 0.12; number 50, H, carries 0.08; number 51, H, carries 0.10; number 52, H, carries 0.19; number 53, H, carries 0.11; number 54, H, carries 0.11; number 55, H, carries 0.11; number 56, H, carries 0.14; number 57, H, carries 0.11; number 58, H, carries 0.11; number 59, H, carries 0.11; number 60, H, carries 0.11; number 61, H, carries 0.07; number 62, Se, carries 1.25; number 63, N, carries -0.22; number 64, C, carries -0.36; number 65, C, carries 0.05; number 66, C, carries -0.01; number 67, C, carries -0.07; number 68, N, carries 0.07; number 69, C, carries -0.46; number 70, N, carries -0.26; number 71, H, carries 0.14; number 72, H, carries 0.12; number 73, H, carries 0.12



# 2
A cluster of 2 separate species, C4H10OS in total at a distorted geometry. Source: the Open Molecules 2025 dataset; level of theory: wB97M-V/def2-TZVPD.

The calculation puts the energy above the lowest of the compared OMol25 structures with the same formula, charge and spin at 54.97 kcal per mole. The value obtained for the lowest unoccupied orbital energy is 0.950 eV. As for the HOMO energy: -8.5337 eV. The calculation puts the electronic energy at -17190.44170 eV. The value obtained for the largest force on an atom is 2.806 eV/A.

```
16
Properties=species:S:1:pos:R:3:forces:R:3
C 1.75258 -1.55795 0.95685 -1.22 1.03 0.17
S 1.77281 0.10552 0.22077 1.00 -0.06 -0.87
C 2.81621 -0.34763 -1.26219 -0.31 -1.41 0.05
H 2.76685 -1.80415 1.28771 -0.27 -0.60 -0.65
H 1.16347 -2.16632 0.21306 1.14 -0.08 1.18
H 1.17817 -1.40426 1.89878 0.11 -0.40 -0.72
H 3.03404 0.53079 -1.90275 -0.05 -0.46 0.67
H 3.78055 -0.88359 -0.90323 -1.60 1.03 -0.73
H 2.17344 -1.07146 -1.88805 1.19 0.97 0.88
C -2.00233 1.57965 0.26805 0.09 -1.57 0.41
C -3.20296 0.99317 0.49203 0.07 0.35 0.26
O -4.16571 0.76027 -0.49680 -0.64 1.20 -0.49
H -1.33177 1.88823 1.12094 -0.82 -0.83 -1.02
H -1.52587 1.32387 -0.70604 -0.59 1.47 0.38
H -3.47912 0.47579 1.44233 -0.01 1.21 -0.42
H -4.73037 1.57807 -0.74145 1.92 -1.85 0.89
```
Positions in Å, forces in eV/Å.

Want to see where the charge sits? The Löwdin charges in e are: number 1, C, carries -0.44; number 2, S, carries 0.65; number 3, C, carries -0.43; number 4, H, carries 0.03; number 5, H, carries 0.05; number 6, H, carries 0.03; number 7, H, carries 0.02; number 8, H, carries 0.06; number 9, H, carries 0.05; number 10, C, carries -0.02; number 11, C, carries -0.28; number 12, O, carries -0.09; number 13, H, carries 0.06; number 14, H, carries 0.06; number 15, H, carries 0.11; number 16, H, carries 0.14



# 3
An isolated molecule of C4H5FN2 at a distorted geometry. Source: the Open Molecules 2025 dataset; level of theory: wB97M-V/def2-TZVPD.

The calculation puts the energy above the lowest of the compared OMol25 structures with the same formula, charge and spin at 135.74 kcal per mole. The value obtained for the lowest unoccupied orbital energy is -0.174 eV. As for the HOMO energy: -8.4538 eV. The calculation puts the electronic energy at -9920.91814 eV. The value obtained for the largest force on an atom is 2.358 eV/A.

```
12
Properties=species:S:1:pos:R:3:forces:R:3
C -0.15302 -1.59716 0.40180 0.47 1.96 -1.22
C -2.12510 0.59689 -0.49589 -1.51 0.04 -0.05
C 0.20700 -0.29784 -0.43644 1.00 0.24 2.04
C -0.79028 0.80805 0.01849 1.04 0.73 -0.52
N -1.39069 -1.77637 0.16500 -1.19 -0.19 -0.54
N -2.40296 -1.50142 -0.31716 -0.24 -0.25 0.27
F -3.02579 1.16670 0.33016 0.57 -0.15 -0.35
H 0.30283 -2.30357 1.03127 1.04 -0.23 0.64
H 1.22491 0.15520 -0.43633 -0.42 -0.88 0.86
H 0.12964 -0.57616 -1.45649 -0.85 0.00 -1.16
H -0.54380 1.73861 -0.57448 -0.13 -0.63 0.19
H -0.74610 1.16269 1.06514 0.21 -0.63 -0.16
```
Positions in Å, forces in eV/Å.

Want to see where the charge sits? The Löwdin charges in e are: number 1, C, carries -0.10; number 2, C, carries -0.10; number 3, C, carries -0.15; number 4, C, carries -0.24; number 5, N, carries -0.14; number 6, N, carries 0.18; number 7, F, carries -0.01; number 8, H, carries 0.08; number 9, H, carries 0.11; number 10, H, carries 0.09; number 11, H, carries 0.15; number 12, H, carries 0.13



# 4
An isolated molecule of C15H20N2O3 at a distorted geometry. Source: the Open Molecules 2025 dataset; level of theory: wB97M-V/def2-TZVPD.

The calculation puts the energy above the lowest of the compared OMol25 structures with the same formula, charge and spin at 76.87 kcal per mole. The value obtained for the lowest unoccupied orbital energy is -0.661 eV. As for the HOMO energy: -9.5707 eV. The calculation puts the electronic energy at -25000.54343 eV. The value obtained for the largest force on an atom is 1.400 eV/A.

```
40
Properties=species:S:1:pos:R:3:forces:R:3
O -1.25702 -3.21721 -0.72926 -0.22 -0.40 -0.30
C -0.68809 -2.39370 -0.05152 0.50 -0.09 0.57
N -0.98224 -1.08328 -0.03503 -0.21 0.44 0.08
H -0.42368 -0.46202 0.52835 0.07 -0.19 -0.05
C -1.96394 -0.46589 -0.90641 -0.15 -0.08 -0.27
C -3.15608 0.06675 -0.09575 0.16 -0.19 0.15
C -2.79255 0.81558 1.18759 -0.18 0.25 -0.18
C -2.23405 2.22161 0.98381 0.20 -0.19 0.16
H -3.01953 2.85903 0.57075 -0.02 0.07 0.01
C -1.01474 2.31052 0.06821 -0.30 0.25 -0.09
H -0.62042 3.32682 0.14357 0.10 -0.06 0.04
H -0.22378 1.63884 0.40984 0.16 0.00 0.07
C -1.35411 2.03198 -1.39667 0.25 -0.15 -0.02
C -1.27648 0.56512 -1.82101 -0.14 0.11 -0.02
H -1.71301 0.48736 -2.81839 0.04 -0.04 -0.05
H -0.22629 0.27371 -1.91067 -0.03 -0.02 -0.07
H -2.35270 2.42132 -1.60187 -0.04 0.08 -0.04
H -0.66158 2.58489 -2.03557 -0.08 0.04 -0.04
H -1.97064 2.62768 1.96397 -0.07 0.07 0.00
H -3.69981 0.90389 1.79049 0.05 -0.07 0.07
H -2.08771 0.21732 1.76859 -0.04 -0.03 0.08
H -3.76418 0.70245 -0.73927 -0.13 0.02 -0.06
H -3.76571 -0.79433 0.18742 -0.04 0.01 -0.07
H -2.32815 -1.28585 -1.53577 0.09 0.16 0.13
C 0.46763 -2.75979 0.90239 -0.33 -0.18 -0.24
C 1.63991 -1.87256 0.64447 0.30 0.18 0.10
C 2.44090 -2.09042 -0.47669 -0.10 0.07 0.22
C 3.48522 -1.24052 -0.77287 0.24 0.28 0.00
C 3.73457 -0.15290 0.05807 -1.07 -0.84 0.34
C 2.95048 0.08113 1.18153 0.34 0.22 -0.21
C 1.90875 -0.77790 1.46657 0.02 -0.25 -0.13
H 1.30523 -0.60648 2.34695 -0.06 0.00 0.09
H 3.17070 0.92968 1.81112 0.01 0.02 0.02
N 4.81868 0.74156 -0.24668 0.49 0.42 -0.13
O 4.98570 1.69423 0.48674 0.08 0.19 0.11
O 5.49932 0.49263 -1.21950 0.15 -0.01 -0.18
H 4.11279 -1.39762 -1.63658 0.02 -0.01 -0.02
H 2.23199 -2.93337 -1.11745 -0.01 -0.10 -0.09
H 0.71465 -3.80516 0.71838 -0.07 0.05 0.03
H 0.10998 -2.65508 1.92817 0.04 -0.03 0.01
```
Positions in Å, forces in eV/Å.

Want to see where the charge sits? The Löwdin charges in e are: number 1, O, carries 0.07; number 2, C, carries -0.48; number 3, N, carries 0.10; number 4, H, carries 0.11; number 5, C, carries -0.29; number 6, C, carries -0.13; number 7, C, carries -0.20; number 8, C, carries -0.21; number 9, H, carries 0.11; number 10, C, carries -0.20; number 11, H, carries 0.11; number 12, H, carries 0.10; number 13, C, carries -0.20; number 14, C, carries -0.14; number 15, H, carries 0.11; number 16, H, carries 0.12; number 17, H, carries 0.11; number 18, H, carries 0.11; number 19, H, carries 0.11; number 20, H, carries 0.11; number 21, H, carries 0.10; number 22, H, carries 0.12; number 23, H, carries 0.12; number 24, H, carries 0.14; number 25, C, carries -0.05; number 26, C, carries -0.23; number 27, C, carries 0.00; number 28, C, carries 0.02; number 29, C, carries -0.15; number 30, C, carries 0.01; number 31, C, carries -0.03; number 32, H, carries 0.12; number 33, H, carries 0.12; number 34, N, carries -0.36; number 35, O, carries 0.08; number 36, O, carries 0.08; number 37, H, carries 0.12; number 38, H, carries 0.13; number 39, H, carries 0.13; number 40, H, carries 0.13